This record from OMol25 describes a structure of composition C60H72Ge2NS4ScSi2. The level of theory is ωB97M-V with the def2-TZVPD basis set.

The geometry in ORCA input format:
```
! RIJCOSX wB97M-V def2-TZVPD def2/J DEFGRID3
* xyz 0 1
Sc -0.02339 -2.24947 -1.18259
C 0.25788 -1.28722 -5.32437
Si 0.52180 -3.01493 -4.61282
C 0.42751 -4.23640 -6.06014
C 2.26891 -3.10281 -3.84719
C -0.59170 -3.41751 -3.14225
C -0.12983 -4.67647 -2.50687
C -0.17082 -5.95606 -3.07804
C 0.30057 -7.04011 -2.36811
C 0.81412 -6.84728 -1.08595
C 0.81905 -5.57195 -0.57200
N 0.36078 -4.51798 -1.25872
Si -2.46019 -3.50832 -3.37840
C -3.16102 -1.87060 -3.98581
C -3.11780 -3.89690 -1.62906
C -3.12007 -4.88178 -4.50910
H 1.11691 -0.98892 -5.93011
H 0.13122 -0.54999 -4.53269
H -0.62613 -1.24089 -5.96502
H 1.10802 -3.93414 -6.85904
H -0.58098 -4.26390 -6.47989
H 0.69775 -5.25102 -5.76127
H 3.04066 -2.65872 -4.47724
H 2.55550 -4.13768 -3.64510
H 2.28395 -2.56597 -2.88816
H -0.57284 -6.06936 -4.07451
H 0.27293 -8.03080 -2.80422
H 1.19762 -7.67428 -0.50635
H 1.19583 -5.35670 0.42137
H -3.04970 -1.09263 -3.23128
H -4.22488 -1.97944 -4.21379
H -2.65760 -1.52547 -4.89201
H -2.61162 -3.28146 -0.87077
H -2.93557 -4.94356 -1.37406
H -4.18825 -3.71025 -1.52824
H -2.75031 -4.77521 -5.53188
H -4.21085 -4.83283 -4.54687
H -2.85235 -5.87841 -4.15469
C -5.00353 -0.20269 5.05389
C -3.50674 -0.07616 4.94955
C -2.69236 -1.19809 4.88308
C -1.30959 -1.08946 4.81237
C -0.44829 -2.32652 4.80956
C -0.72652 0.18426 4.77854
C -1.53175 1.32685 4.84105
C -0.95391 2.71860 4.78932
C -2.90840 1.17541 4.93809
C 0.75870 0.31342 4.78703
C 1.35429 0.63765 6.00610
C 2.72833 0.75527 6.12145
C 3.52706 0.54256 5.01121
C 2.96083 0.21384 3.78402
C 1.57034 0.10601 3.66680
Ge 0.83227 -0.25548 1.84657
S 1.03034 -2.34044 1.17398
S -1.32283 0.41190 1.50563
Ge -0.46556 1.33778 -0.37998
S -0.77693 -0.03987 -2.06197
S 1.68857 1.18038 0.30465
C -1.07822 3.16912 -0.87847
C -2.44968 3.45156 -0.92948
C -2.87273 4.73939 -1.24611
C -1.95443 5.73184 -1.54404
C -0.60228 5.43935 -1.52689
C -0.14785 4.16393 -1.19489
C 1.32832 3.94526 -1.20646
C 1.96672 3.37337 -2.30885
C 1.21649 2.89670 -3.52632
C 3.35667 3.25862 -2.30031
C 4.11984 3.71121 -1.23977
C 5.62265 3.62877 -1.26013
C 3.46569 4.27844 -0.14956
C 2.08795 4.39855 -0.11441
C 1.41195 4.98030 1.09905
C -3.48036 2.40718 -0.66949
C -4.06161 1.71763 -1.74215
C -3.69588 2.02937 -3.17065
C -4.99633 0.72357 -1.46880
C -5.36495 0.40951 -0.16923
C -6.35169 -0.69083 0.11692
C -4.83309 1.15949 0.87234
C -3.91367 2.17134 0.64140
C -3.39959 3.01964 1.77218
C 3.86040 0.00398 2.61329
C 4.28691 -1.28094 2.26442
C 3.93510 -2.49124 3.09092
C 5.11432 -1.43606 1.15419
C 5.53236 -0.35192 0.40226
C 6.41607 -0.52884 -0.80359
C 5.13481 0.92300 0.79418
C 4.31736 1.12193 1.89333
C 3.91563 2.51273 2.30612
H -5.31929 -1.23570 4.91198
H -5.49834 0.41623 4.30358
H -5.35093 0.13170 6.03348
H -3.14438 -2.18445 4.90159
H -1.04643 -3.21238 5.02027
H 0.33897 -2.24912 5.56148
H 0.03855 -2.47213 3.84205
H 0.10640 2.71100 4.54908
H -1.08201 3.22227 5.75041
H -1.47295 3.31477 4.03562
H -3.52833 2.06459 4.99967
H 0.71633 0.79694 6.86752
H 3.17537 1.00829 7.07472
H 4.60532 0.62519 5.08458
H -3.93575 4.95077 -1.26402
H -2.29194 6.72899 -1.79784
H 0.12679 6.19791 -1.78715
H 0.15331 3.12042 -3.47059
H 1.32671 1.81608 -3.63813
H 1.62138 3.36393 -4.42612
H 3.84588 2.80707 -3.15790
H 5.97342 3.02562 -2.09683
H 6.00257 3.19544 -0.33320
H 6.05417 4.62762 -1.35317
H 4.04861 4.62941 0.69630
H 2.13799 5.17051 1.88887
H 0.65202 4.29479 1.48229
H 0.91039 5.91943 0.86127
H -3.55327 3.09839 -3.31934
H -4.47576 1.67895 -3.84677
H -2.76377 1.52641 -3.43575
H -5.44982 0.18731 -2.29505
H -6.55773 -1.27750 -0.77811
H -7.29622 -0.27710 0.47684
H -5.96830 -1.35981 0.88900
H -5.15091 0.95141 1.88878
H -3.90893 2.76664 2.70071
H -3.55026 4.08118 1.56634
H -2.32940 2.86043 1.92035
H 3.13296 -2.28097 3.79441
H 4.80914 -2.81797 3.66061
H 3.62003 -3.31417 2.45114
H 5.43496 -2.43503 0.87573
H 6.58175 -1.58383 -1.01835
H 7.38641 -0.05541 -0.64180
H 5.96380 -0.06411 -1.68150
H 5.46610 1.77909 0.21513
H 4.36835 3.25426 1.64863
H 4.21971 2.72346 3.33248
H 2.83097 2.62938 2.25203
*
```

Properties
E_tot in eV: -257719.1723
Energy above the lowest of the compared OMol25 structures with the same formula, charge and spin in eV: 0.000


This record from OMol25 describes a cluster of 10 separate species, C60H87N4O22S in total. The level of theory is ωB97M-V with the def2-TZVPD basis set.

The geometry in ORCA input format:
```
! RIJCOSX wB97M-V def2-TZVPD def2/J DEFGRID3
* xyz 1 1
C -4.99160 4.96062 8.88118
C -3.88140 4.48863 8.86041
C -2.63173 3.65868 8.70377
C -2.55294 3.12130 7.28488
N -3.40958 2.23536 6.72162
C -3.01202 1.94489 5.44975
N -3.62294 1.10683 4.62189
C -4.87263 0.47846 5.13946
C -4.64525 -0.93375 5.76484
C -3.36517 -1.06527 6.64220
S -3.70730 -2.46342 7.82829
C -3.22735 0.72031 3.26927
C -1.90750 -0.16897 3.22216
C -2.26807 -1.65147 2.90350
C -0.99079 -2.49207 3.16968
O -0.26423 -2.26126 4.10453
O -0.67869 -3.48407 2.28840
N -1.86716 2.67754 5.18298
C -0.92908 2.81690 4.06809
C 0.40217 2.02409 4.40370
C 1.50067 2.61230 3.43942
C 1.08245 2.45795 1.96642
O 0.91797 3.43460 1.26959
O 0.92674 1.22296 1.42055
N -1.64267 3.36821 6.31665
C -0.57441 4.33320 6.63915
C -1.03816 5.79941 6.40840
C -1.55741 6.22994 5.14626
C -1.95159 7.55921 4.90896
C -1.89988 8.56992 5.93866
C -1.38576 8.14156 7.18829
C -0.94666 6.80359 7.41465
C -0.36931 6.52736 8.83334
H -5.99504 5.26130 9.17528
H -2.72456 2.77806 9.37980
H -1.73984 4.21192 9.03897
H -5.52980 0.32055 4.25425
H -5.43566 1.15006 5.80875
H -5.51324 -1.12862 6.43783
H -4.64386 -1.75966 5.02721
H -2.47739 -1.40457 6.06402
H -3.14894 -0.18990 7.27553
H -2.58838 -3.24588 7.84805
H -3.14283 1.61691 2.61297
H -4.00767 0.09862 2.78066
H -1.23385 0.30006 2.48122
H -1.49772 -0.13107 4.25319
H -2.61534 -1.70162 1.85369
H -3.03571 -2.02728 3.60660
H 0.05480 -3.98526 2.68780
H -0.60129 3.87862 3.99804
H -1.33130 2.56435 3.07637
H 0.68224 2.16972 5.46187
H 0.33160 0.95095 4.15338
H 2.45161 2.05105 3.58506
H 1.67025 3.68936 3.61634
H 0.33110 1.36636 0.64456
H -0.19821 4.19309 7.66893
H 0.32586 4.21487 5.99541
H -1.65883 5.55028 4.28462
H -2.32145 7.88096 3.92015
H -2.23107 9.60771 5.78152
H -1.32417 8.86601 8.01708
H 0.29553 5.64523 8.83843
H -1.25313 6.29534 9.47662
H 0.11700 7.43243 9.23923
O -1.21889 0.65392 -0.13654
C -1.21216 -0.46531 -0.59116
O -2.22621 -0.97471 -1.31083
C -1.95909 -2.36254 -1.61069
C -0.45637 -2.50570 -1.48854
C -0.12446 -1.49230 -0.40738
H -2.49960 -2.98394 -0.89138
H -2.31547 -2.59404 -2.61288
H -0.13844 -3.52151 -1.25539
H 0.02745 -2.20746 -2.42040
H -0.20600 -1.92221 0.59261
H 0.86016 -1.05148 -0.55881
O 1.32038 -1.66210 -3.80022
C 1.55059 -0.48206 -3.82620
O 1.91838 0.22319 -2.73041
C 2.01296 1.62323 -3.06460
C 2.21288 1.65622 -4.56429
C 1.43736 0.42977 -5.02469
H 1.08830 2.11791 -2.75488
H 2.84808 2.07145 -2.52927
H 1.87716 2.58572 -5.02244
H 3.27026 1.52850 -4.79788
H 0.38346 0.65457 -5.20305
H 1.88436 -0.02660 -5.90496
O 4.80696 -5.08393 0.07223
C 4.50876 -3.96526 0.36593
O 4.51884 -3.49244 1.64350
C 4.00494 -2.15104 1.66650
C 4.19017 -1.63065 0.25439
C 4.02785 -2.88751 -0.58123
H 2.95198 -2.18637 1.96201
H 4.55548 -1.56165 2.39825
H 3.49005 -0.83682 -0.00732
H 5.20280 -1.23913 0.13345
H 2.98225 -3.07724 -0.83315
H 4.63885 -2.85431 -1.47980
O 5.28300 1.34679 -4.00929
C 5.76361 0.39140 -4.55822
O 5.70764 0.19308 -5.89234
C 6.27685 -1.09259 -6.21618
C 7.18189 -1.43078 -5.05062
C 6.46325 -0.76824 -3.88426
H 5.46343 -1.81319 -6.33391
H 6.82633 -1.02414 -7.15305
H 7.33725 -2.50094 -4.92369
H 8.15890 -0.96475 -5.19273
H 5.71200 -1.42558 -3.44021
H 7.15934 -0.41620 -3.12616
O 0.32206 9.95788 4.03614
C 1.27192 9.23770 3.97730
O 1.34234 8.02937 4.60407
C 2.65161 7.46843 4.40258
C 3.20352 8.15022 3.16941
C 2.56605 9.52874 3.25138
H 3.25548 7.67343 5.29055
H 2.56732 6.38938 4.27364
H 4.29219 8.16856 3.13868
H 2.85095 7.63617 2.27231
H 3.15889 10.22355 3.84869
H 2.37507 9.94101 2.26377
O -6.81145 -5.08963 -1.69057
C -6.57639 -3.91831 -1.76081
O -6.16052 -3.17134 -0.69991
C -6.07382 -1.79083 -1.08795
C -5.93318 -1.80892 -2.59694
C -6.73079 -3.04471 -2.98403
H -6.98334 -1.27976 -0.76176
H -5.21538 -1.32801 -0.60068
H -6.28265 -0.89305 -3.07167
H -4.88422 -1.95046 -2.86973
H -7.78942 -2.81951 -3.12764
H -6.32061 -3.53081 -3.86588
O 9.36547 -1.96592 -8.10553
C 8.70293 -2.27490 -9.05483
O 7.78910 -1.45438 -9.63721
C 7.09303 -2.16694 -10.67253
C 8.01333 -3.30929 -11.05897
C 8.71304 -3.61634 -9.74322
H 6.14009 -2.51955 -10.27028
H 6.89634 -1.49601 -11.50761
H 7.48538 -4.16071 -11.48760
H 8.74601 -2.96475 -11.79276
H 8.14836 -4.32610 -9.13983
H 9.73059 -3.96803 -9.90090
O 6.53341 -4.45156 -7.78807
C 5.92354 -5.46783 -7.97352
O 5.98079 -6.17009 -9.13009
C 5.05640 -7.27118 -9.07531
C 4.82545 -7.52225 -7.59731
C 4.96400 -6.12587 -7.00831
H 4.14080 -6.98220 -9.59673
H 5.48878 -8.13496 -9.57685
H 3.86861 -7.99739 -7.38598
H 5.61437 -8.16619 -7.20288
H 4.01827 -5.58073 -7.02186
H 5.37696 -6.14938 -6.00260
O -9.89132 -3.17088 -4.00203
C -10.38795 -4.24014 -3.78187
O -10.77731 -5.09702 -4.75432
C -11.43021 -6.23467 -4.16567
C -10.92933 -6.28396 -2.73466
C -10.71237 -4.81209 -2.41990
H -12.51089 -6.08358 -4.22379
H -11.17032 -7.13246 -4.72361
H -11.61765 -6.78408 -2.05452
H -9.97409 -6.81180 -2.69378
H -11.61973 -4.33619 -2.04298
H -9.88650 -4.66417 -1.72718
*
```

Properties
E_tot in eV: -125466.6145


This record from OMol25 describes a cluster of 10 separate species, C60H90F6N4 in total. The level of theory is ωB97M-V with the def2-TZVPD basis set.

The geometry in ORCA input format:
```
! RIJCOSX wB97M-V def2-TZVPD def2/J DEFGRID3
* xyz 0 1
C -7.00041 -3.17384 2.78364
C -5.50919 -3.14000 3.11168
N -4.73052 -3.81173 2.04407
C -4.81055 -5.29044 2.12544
C -4.23938 -6.00940 0.88370
C -3.32054 -3.29253 2.02279
C -2.46827 -3.70726 3.23379
H -7.39734 -4.22721 2.75313
H -7.19565 -2.73103 1.81542
H -7.56370 -2.66556 3.55985
H -5.19452 -2.10876 3.25755
H -5.31783 -3.62404 4.11738
H -4.35503 -5.73706 3.04388
H -5.85776 -5.54512 2.30570
H -4.34444 -7.11354 1.03878
H -4.86330 -5.67759 0.04803
H -3.17780 -5.81739 0.73384
H -3.33353 -2.17452 1.90937
H -2.84541 -3.69592 1.12664
H -2.48607 -4.78412 3.38749
H -2.83490 -3.27626 4.15354
H -1.41265 -3.42205 3.10412
C -3.30315 5.60245 0.27024
C -2.67595 6.96895 -0.02838
N -1.19903 6.96256 -0.03725
C -0.60664 8.14501 -0.68822
C -0.99733 9.46646 -0.10230
C -0.64938 6.66505 1.25456
C -0.09477 5.24443 1.42716
H -4.39389 5.66527 0.22126
H -3.03954 5.25717 1.25394
H -2.90192 4.87839 -0.43287
H -3.06763 7.27847 -0.99925
H -3.02920 7.77327 0.64456
H 0.48199 8.03351 -0.63617
H -0.91308 8.11238 -1.74020
H -0.56707 10.34543 -0.65056
H -2.08684 9.63800 -0.13678
H -0.70263 9.58831 0.94622
H -1.40969 6.91038 2.04781
H 0.17592 7.34938 1.51590
H 0.35279 5.14195 2.42127
H 0.58263 4.93165 0.61736
H -0.99881 4.59625 1.35763
C -0.26049 -6.34891 -1.78617
C -1.19218 -6.02806 -2.94937
N -1.50184 -4.58220 -3.17019
C -2.17561 -4.14011 -1.93982
C -2.70127 -2.73412 -1.89835
C -0.28972 -3.75520 -3.38605
C 0.46205 -4.24186 -4.62258
H -0.81037 -6.34437 -0.83251
H 0.55227 -5.62327 -1.73129
H 0.15533 -7.34656 -1.96195
H -0.83552 -6.39036 -3.89383
H -2.13269 -6.57529 -2.77690
H -3.00171 -4.82418 -1.69732
H -1.49209 -4.16198 -1.07900
H -1.90255 -1.99354 -2.08925
H -3.42423 -2.52438 -2.70510
H -3.11796 -2.54293 -0.87872
H 0.37945 -3.72383 -2.49246
H -0.58532 -2.74686 -3.57874
H 0.92028 -5.22224 -4.41441
H 1.26552 -3.56537 -4.91213
H -0.26145 -4.34322 -5.44864
C -0.08493 -2.20550 0.36325
C -0.63980 -0.79491 0.80477
N 0.04624 0.37383 0.22590
C -0.24460 0.67180 -1.18073
C -1.69635 1.15704 -1.48442
C 1.45182 0.45372 0.65880
C 1.98289 1.88267 0.66231
H 0.96694 -2.30893 0.67426
H -0.11745 -2.40652 -0.74067
H -0.60910 -3.07002 0.81738
H -1.68626 -0.84785 0.54839
H -0.54516 -0.76479 1.86510
H 0.02663 -0.21093 -1.83306
H 0.43879 1.43331 -1.52742
H -2.34687 0.42778 -1.02030
H -1.95901 1.17581 -2.54469
H -1.84708 2.08714 -0.98214
H 1.51167 -0.06860 1.60756
H 2.06945 -0.21335 -0.03876
H 3.03003 1.88780 0.99940
H 1.95032 2.43547 -0.30593
H 1.44875 2.45697 1.40380
F -6.90961 3.30133 0.44888
C -6.52192 1.97371 0.28007
C -5.34280 1.63392 0.89792
C -4.91970 0.32036 0.87005
C -5.72752 -0.66033 0.22301
C -6.96642 -0.27813 -0.29058
C -7.39045 1.03900 -0.27438
H -4.71576 2.35215 1.44722
H -3.91949 0.04530 1.23566
H -5.43677 -1.70900 0.12848
H -7.65012 -0.97720 -0.76169
H -8.32497 1.38751 -0.69048
F 1.39262 -2.04635 4.62314
C 1.97896 -2.76633 3.64887
C 3.00617 -2.16139 2.93271
C 3.63602 -2.90097 1.93469
C 3.30648 -4.25286 1.73488
C 2.26761 -4.80249 2.48043
C 1.58702 -4.08354 3.43755
H 3.34403 -1.13017 3.07373
H 4.34071 -2.38296 1.30898
H 3.83350 -4.78974 0.94918
H 1.98248 -5.83288 2.33974
H 0.85586 -4.51732 4.10232
F 5.37661 -3.47169 -0.98207
C 4.90922 -2.40445 -1.65577
C 3.54575 -2.38376 -1.84689
C 2.97609 -1.30587 -2.50014
C 3.77382 -0.30546 -2.99053
C 5.14920 -0.33386 -2.76065
C 5.74116 -1.38216 -2.10562
H 2.96974 -3.16163 -1.41028
H 1.91623 -1.31325 -2.69744
H 3.33371 0.54945 -3.47335
H 5.77082 0.38352 -3.27805
H 6.79017 -1.50403 -1.92905
F -0.61510 -0.64297 -4.18522
C -0.60686 0.05613 -5.35468
C -1.11296 -0.52526 -6.48864
C -1.09105 0.25754 -7.62429
C -0.57163 1.53396 -7.62554
C -0.08127 2.05704 -6.44855
C -0.11639 1.33588 -5.26609
H -1.45234 -1.55644 -6.47377
H -1.41683 -0.15865 -8.57646
H -0.56022 2.15592 -8.53151
H 0.28735 3.06117 -6.37080
H 0.17693 1.70975 -4.28756
F 6.54415 5.53045 4.16672
C 5.76749 5.69600 3.09030
C 6.06849 6.72105 2.19288
C 5.28987 6.89307 1.07973
C 4.17889 6.08771 0.86843
C 3.89968 5.08655 1.77032
C 4.66417 4.87151 2.89530
H 6.95277 7.32313 2.30911
H 5.66600 7.62226 0.37176
H 3.53523 6.17169 -0.00904
H 3.05772 4.44071 1.71429
H 4.46796 4.05493 3.58029
F 5.12790 1.39740 2.65726
C 6.19987 0.79899 3.23232
C 6.66845 -0.36665 2.65098
C 7.78215 -0.92479 3.19006
C 8.38568 -0.35015 4.29362
C 7.88557 0.80080 4.84796
C 6.77518 1.38775 4.32399
H 6.09831 -0.85803 1.85626
H 8.15782 -1.87328 2.80727
H 9.26356 -0.81190 4.73268
H 8.44051 1.21982 5.67191
H 6.42963 2.34609 4.67445
*
```

Properties
Structure (SMILES): CCN(CC)CC.CCN(CC)CC.CCN(CC)CC.CCN(CC)CC.Fc1ccccc1.Fc1ccccc1.Fc1ccccc1.Fc1ccccc1.Fc1ccccc1.Fc1ccccc1
E_tot in eV: -85942.9060


- Look up the E_tot of the first one.
  -257719.1723 eV


- Which value of E_tot does entry 3 give?
  -85942.9060 eV